127
Properties=species:S:1:pos:R:3 method="wB97M-V/def2-TZVPD" smiles="O=C1C=C(O)C(=O)C=C1O.O=C1C=C(O)C(=O)C=C1O.C[N+](=O)[O-].C[N+](=O)[O-].COC[C@H](C)N.COC[C@H](C)N.COC[C@H](C)N.COC[C@H](C)N.COC[C@H](C)N" homo_ev=-9.2 orbital_gap_ev=7.73
O -8.269 -21.060 23.399
C -8.125 -20.779 24.569
C -7.188 -19.723 24.977
C -7.089 -19.282 26.228
O -6.171 -18.327 26.557
C -7.947 -19.804 27.366
O -7.901 -19.449 28.515
C -8.783 -20.965 26.958
C -8.809 -21.431 25.714
O -9.638 -22.426 25.330
H -6.598 -19.266 24.196
H -6.563 -17.808 27.277
H -9.417 -21.514 27.644
H -9.748 -22.434 24.367
O -11.418 -14.129 20.567
C -10.782 -14.894 21.251
C -10.072 -16.004 20.587
C -9.349 -16.911 21.270
O -8.660 -17.900 20.689
C -9.384 -16.969 22.773
O -8.790 -17.840 23.362
C -10.098 -15.892 23.444
C -10.661 -14.914 22.763
O -11.397 -13.933 23.372
H -10.083 -16.059 19.507
H -8.220 -18.382 21.421
H -10.265 -15.937 24.513
H -11.139 -13.098 22.951
C -6.579 -22.167 15.356
N -7.141 -21.786 16.663
O -6.364 -21.279 17.452
O -8.311 -22.002 16.876
H -6.007 -23.093 15.450
H -5.944 -21.366 14.997
H -7.374 -22.486 14.687
C -6.811 -21.614 21.119
N -6.241 -20.452 21.856
O -6.494 -19.354 21.385
O -5.483 -20.656 22.771
H -6.601 -22.457 21.773
H -6.263 -21.713 20.186
H -7.875 -21.477 20.972
C -4.386 -16.729 21.610
O -4.200 -15.308 21.697
C -4.917 -14.732 22.777
C -4.022 -14.522 23.995
C -4.213 -15.664 24.997
N -4.242 -13.175 24.584
H -4.254 -16.950 20.548
H -5.392 -16.986 21.927
H -3.547 -17.250 22.077
H -5.353 -13.771 22.478
H -5.872 -15.236 22.982
H -2.977 -14.451 23.687
H -3.393 -15.658 25.716
H -4.219 -16.633 24.489
H -5.199 -15.670 25.470
H -3.472 -12.986 25.220
H -5.041 -13.294 25.209
C -6.831 -24.736 18.581
O -7.585 -25.411 17.569
C -8.223 -26.627 17.869
C -7.485 -27.807 17.220
C -6.869 -27.429 15.851
N -8.259 -29.022 16.998
H -6.151 -25.418 19.091
H -7.526 -24.228 19.255
H -6.362 -24.014 17.916
H -8.365 -26.731 18.956
H -9.285 -26.619 17.585
H -6.658 -28.109 17.869
H -6.262 -28.293 15.583
H -6.247 -26.542 15.859
H -7.707 -27.301 15.163
H -8.771 -29.014 16.124
H -8.942 -29.190 17.728
C -3.581 -20.707 18.766
O -2.365 -21.147 19.366
C -1.669 -20.065 19.960
C -0.150 -20.307 19.893
C 0.350 -20.342 18.440
N 0.267 -21.529 20.609
H -4.095 -21.522 18.264
H -3.430 -19.867 18.088
H -4.226 -20.432 19.612
H -1.816 -19.051 19.582
H -1.981 -20.128 21.013
H 0.273 -19.451 20.426
H 1.421 -20.136 18.427
H -0.157 -19.549 17.882
H 0.163 -21.300 17.958
H -0.204 -22.283 20.098
H 1.222 -21.737 20.314
C -12.335 -26.328 21.898
O -11.273 -25.733 22.593
C -10.082 -26.491 22.362
C -8.901 -25.742 22.971
C -8.598 -24.405 22.309
N -7.715 -26.602 22.781
H -13.170 -25.647 21.724
H -12.670 -27.248 22.384
H -12.133 -26.604 20.851
H -10.206 -27.441 22.890
H -9.936 -26.682 21.298
H -9.061 -25.672 24.051
H -9.517 -23.817 22.189
H -8.293 -24.518 21.268
H -7.974 -23.768 22.930
H -6.911 -26.157 23.219
H -7.791 -27.453 23.335
C -6.161 -23.463 25.011
O -5.640 -22.508 25.890
C -4.316 -22.092 25.460
C -3.461 -21.651 26.606
C -3.401 -22.650 27.749
N -3.954 -20.360 27.149
H -7.165 -23.736 25.328
H -5.556 -24.380 24.969
H -6.176 -23.181 23.952
H -3.960 -23.030 25.014
H -4.342 -21.318 24.688
H -2.457 -21.408 26.242
H -2.924 -23.581 27.436
H -4.398 -22.897 28.120
H -2.860 -22.286 28.622
H -4.377 -19.787 26.424
H -4.781 -20.645 27.681


15
Properties=species:S:1:pos:R:3 method="wB97M-V/def2-TZVPD" multiplicity=3 homo_ev="-7.9 / -10.2" de_lowest_ev=2.9058 orbital_gap_ev="8.50 / 6.78"
C 2.052 0.283 0.055
C -0.635 -0.857 -0.197
C -0.318 0.684 0.090
N 0.891 1.116 -0.199
N -2.140 -1.177 -0.243
O -2.685 -0.989 -1.286
O -2.564 -1.541 0.847
Cl -1.590 1.778 -0.805
Cl -0.769 0.928 1.887
H 2.194 -0.430 -0.937
H 2.942 0.933 0.028
H 2.104 -0.198 1.048
H -0.120 -1.068 -1.138
H -0.382 -1.439 0.640
H 1.019 1.977 0.210


12
Properties=species:S:1:pos:R:3 method="wB97M-V/def2-TZVPD" homo_ev=-9.4 de_lowest_ev=3.7388 orbital_gap_ev=10.47
C 1.130 -0.598 0.035
C -0.207 -0.569 0.776
C -0.380 0.936 0.569
O -1.746 0.867 -0.113
C -0.983 -0.214 -0.631
C 0.370 0.511 -0.713
H 1.358 -1.501 -0.537
H 2.009 -0.284 0.601
H -0.567 -1.166 1.613
H -0.242 1.770 1.243
H -1.440 -0.919 -1.321
H 0.698 1.166 -1.521


44
Properties=species:S:1:pos:R:3 method="wB97M-V/def2-TZVPD" multiplicity=5 total_charge=+1 homo_ev="-11.0 / -11.2" de_lowest_ev=0.0000 orbital_gap_ev="7.48 / 5.31"
C -0.042 -4.989 0.313
O -0.955 -4.044 0.895
C -0.941 -2.781 0.347
C -1.303 -1.713 1.236
C -0.726 -0.340 0.796
C -0.095 -0.219 -0.564
C -0.101 -1.300 -1.410
C -0.525 -2.579 -0.976
Fe -3.316 -2.422 1.730
C -4.193 -1.023 2.275
O -4.622 0.054 2.174
C -3.471 -3.574 3.027
O -4.139 -4.209 3.741
C -4.491 -3.070 0.612
O -5.258 -3.381 -0.207
H 0.216 -5.689 1.110
H -0.526 -5.517 -0.517
H 0.859 -4.487 -0.072
H -1.111 -1.890 2.317
H -1.479 0.438 1.014
H 0.102 -0.140 1.504
H 0.231 0.768 -0.881
H 0.236 -1.241 -2.448
H -0.463 -3.424 -1.665
C 2.698 1.372 -1.871
C 2.216 2.475 -0.956
C 3.379 3.093 -0.177
C 1.405 3.551 -1.704
C 0.442 4.100 -0.638
C 0.363 3.033 0.461
N 1.213 1.927 -0.017
H 3.383 1.774 -2.626
H 3.229 0.600 -1.306
H 1.853 0.904 -2.387
H 4.070 3.599 -0.868
H 3.019 3.841 0.544
H 3.946 2.308 0.349
H 2.060 4.310 -2.151
H 0.841 3.055 -2.507
H 0.797 5.049 -0.212
H -0.547 4.275 -1.065
H 0.750 3.439 1.404
H -0.655 2.671 0.643
H 1.652 1.401 0.731